Entry from OMol25: a cluster of 7 separate species, C27H51BClN7O3 in total (ωB97M-V/def2-TZVPD).

```
90
Properties=species:S:1:pos:R:3:lowdin_charge:R:1
C 6.09 3.59 -0.95 -0.118
C 6.49 2.43 -1.85 -0.279
C 6.07 1.07 -1.28 -0.240
C 4.54 0.94 -1.19 -0.218
C 3.95 -0.45 -1.47 -0.224
C 2.66 -0.68 -0.68 -0.213
C 1.80 -1.80 -1.25 -0.191
C 0.47 -1.94 -0.55 -0.201
O -0.35 -0.80 -0.79 -0.092
C -1.57 -0.99 -1.52 -0.201
B -2.67 -0.54 -0.47 -0.575
O -3.18 -1.43 0.49 0.154
O -3.01 0.77 -0.44 0.078
C -3.93 1.29 0.52 -0.212
C -4.43 2.66 0.05 -0.052
C -1.57 -0.22 -2.83 -0.359
N -0.46 -0.66 -3.67 0.069
C -2.96 -0.37 -3.50 -0.185
C -3.81 0.88 -3.61 -0.711
C -5.10 0.64 -4.37 -0.134
Cl -2.87 2.18 -4.46 0.603
H 6.37 3.40 0.09 0.072
H 6.57 4.52 -1.27 0.065
H 5.01 3.75 -0.97 0.067
H 6.02 2.55 -2.83 0.104
H 7.57 2.45 -2.01 0.098
H 6.48 0.99 -0.27 0.085
H 6.50 0.26 -1.87 0.105
H 4.09 1.64 -1.90 0.111
H 4.21 1.27 -0.20 0.110
H 3.70 -0.52 -2.53 0.111
H 4.67 -1.24 -1.23 0.079
H 2.92 -0.92 0.36 0.110
H 2.07 0.24 -0.65 0.117
H 1.59 -1.60 -2.31 0.092
H 2.33 -2.76 -1.18 0.081
H -0.05 -2.85 -0.86 0.119
H 0.62 -2.00 0.54 0.125
H -1.69 -2.06 -1.76 0.144
H -4.01 -1.85 0.27 0.103
H -3.43 1.36 1.49 0.125
H -4.77 0.60 0.60 0.079
H -3.86 2.97 -0.82 0.076
H -5.48 2.62 -0.24 0.073
H -4.33 3.42 0.81 0.068
H -1.40 0.84 -2.60 0.125
H -0.63 -1.64 -3.92 0.039
H -0.49 -0.14 -4.54 0.071
H -3.56 -1.11 -2.95 0.125
H -2.82 -0.78 -4.50 0.121
H -4.02 1.28 -2.63 0.076
H -5.62 -0.22 -3.95 0.082
H -4.90 0.43 -5.42 0.075
H -5.75 1.51 -4.31 0.074
C -5.89 -0.46 3.61 -0.079
C -6.59 -0.36 2.34 -0.285
N -7.12 -0.26 1.32 0.130
H -5.14 -1.25 3.56 0.086
H -5.37 0.47 3.83 0.045
H -6.59 -0.67 4.41 0.083
C 8.57 -1.81 1.34 -0.059
C 7.14 -1.62 1.15 -0.250
N 6.01 -1.48 0.97 0.173
H 8.75 -2.70 1.93 0.082
H 9.06 -1.91 0.37 0.085
H 8.99 -0.94 1.85 0.085
C -3.01 3.15 5.79 -0.076
C -3.44 1.76 5.81 -0.265
N -3.78 0.66 5.82 0.136
H -2.75 3.48 6.80 0.069
H -2.15 3.28 5.14 0.085
H -3.82 3.79 5.43 0.071
C 2.17 -4.20 -4.11 -0.072
C 0.72 -4.16 -4.11 -0.276
N -0.43 -4.13 -4.11 0.127
H 2.53 -4.82 -4.93 0.082
H 2.57 -3.19 -4.22 0.081
H 2.54 -4.59 -3.16 0.025
C -6.75 4.46 7.53 -0.065
C -5.41 5.00 7.72 -0.281
N -4.35 5.43 7.87 0.137
H -7.43 4.91 8.25 0.083
H -7.10 4.68 6.53 0.083
H -6.73 3.38 7.68 0.083
C 4.20 -4.80 1.32 -0.057
C 3.97 -4.84 -0.12 -0.252
N 3.79 -4.87 -1.25 0.153
H 4.88 -5.60 1.61 0.082
H 4.63 -3.84 1.60 0.059
H 3.25 -4.94 1.85 0.085
```

Output
- E_LUMO (hartree) = 0.0092
- gap between HOMO and LUMO (hartree) = 0.325
- highest occupied orbital energy (Ha) = -0.3155
- SMILES string = CCCCCCCCO[C@@H](B(O)OCC)[C@@H](N)C[C@H](C)Cl.CC#N.CC#N.CC#N.CC#N.CC#N.CC#N

Entry from OMol25: a structure of composition C19H43F6N2O17S8SrZr (ωB97M-V/def2-TZVPD).

```
97
Properties=species:S:1:pos:R:3:mulliken_spin:R:1
Sr -3.91 -0.75 -1.97 0.000
Zr 1.16 -1.83 -2.32 0.000
S -0.47 0.16 -1.08 0.002
O -0.14 -1.25 -0.87 -0.001
O -1.72 0.25 -1.65 -0.001
O -0.29 1.00 0.04 0.005
O 0.54 0.20 -2.08 0.000
S -1.06 -2.58 -3.87 0.000
O -2.36 -2.12 -3.35 0.000
O -1.21 -3.44 -4.97 0.000
O -0.03 -1.54 -4.01 0.000
O -0.34 -3.11 -2.75 0.000
C 4.56 -3.13 0.43 0.000
F 5.21 -1.95 0.31 0.000
F 5.49 -4.01 0.74 0.000
F 3.74 -3.19 1.46 0.000
S 3.71 -3.64 -1.30 0.000
O 4.06 -2.48 -2.16 0.000
O 4.33 -4.86 -1.81 0.000
N 1.99 -3.43 -1.20 0.000
S 1.61 -4.87 -0.86 0.000
O 1.11 -5.51 -2.06 0.000
O 2.48 -5.69 0.01 0.000
C 0.06 -4.49 0.41 0.000
F -0.87 -3.81 -0.27 0.000
F -0.43 -5.63 0.79 0.000
F 0.52 -3.74 1.43 0.000
C -2.30 2.77 4.46 0.030
C -1.42 1.57 4.90 -0.022
C -2.35 0.76 5.83 0.014
C -1.75 -0.68 6.21 -0.013
C -1.50 -1.42 4.95 0.007
C -0.54 -0.67 3.88 0.031
N -1.05 0.73 3.73 0.680
O -0.32 1.49 2.80 0.094
C 0.94 -0.73 4.21 0.067
C -0.84 -1.44 2.57 0.029
C -0.22 2.07 5.69 0.074
H -3.29 2.57 4.07 -0.001
H -1.92 3.31 3.59 -0.001
H -2.36 3.42 5.34 -0.002
H -2.49 1.32 6.76 -0.001
H -3.30 0.55 5.35 -0.005
H -2.58 -1.29 6.59 0.000
H -0.81 -0.64 6.77 0.001
H -2.43 -1.77 4.51 -0.003
H -0.92 -2.26 5.35 -0.001
H 1.44 -1.64 3.87 0.001
H 1.45 0.14 3.80 -0.002
H 1.14 -0.70 5.28 0.001
H -0.04 -1.31 1.84 0.002
H -0.99 -2.50 2.78 0.003
H -1.73 -1.14 2.03 -0.013
H -0.54 2.71 6.51 0.005
H 0.36 2.82 5.15 -0.001
H 0.44 1.22 5.87 -0.003
H -0.69 1.35 1.93 0.019
C -2.93 0.48 -6.57 0.000
S -3.55 1.28 -5.03 0.000
O -4.18 0.18 -4.11 0.000
C -1.98 1.72 -4.13 0.000
H -2.68 1.34 -7.19 0.000
H -3.60 0.05 -7.31 0.000
H -2.01 -0.06 -6.32 0.000
H -1.60 2.46 -4.83 0.000
H -1.14 1.03 -4.09 0.000
H -2.17 2.19 -3.17 0.000
C -4.70 4.41 -1.88 0.000
S -4.50 2.88 -0.80 0.000
O -4.40 1.60 -1.60 0.000
C -2.89 3.21 0.00 0.000
H -4.53 5.21 -1.16 0.000
H -5.64 4.60 -2.39 0.000
H -3.82 4.45 -2.52 0.000
H -3.09 3.97 0.75 0.000
H -2.23 3.61 -0.77 0.000
H -2.60 2.25 0.42 -0.001
C 3.18 1.63 -4.67 0.000
S 3.52 -0.15 -4.51 0.000
O 2.64 -0.60 -3.31 0.000
C 5.28 -0.22 -4.03 0.000
H 4.02 2.27 -4.40 0.000
H 2.26 1.83 -4.13 0.000
H 3.05 1.92 -5.71 0.000
H 5.46 -0.01 -2.97 0.000
H 5.76 0.53 -4.65 0.000
H 5.88 -1.12 -4.19 0.000
C 2.58 2.05 -1.02 0.000
S 3.24 0.48 -0.27 0.000
O 2.53 -0.76 -0.88 0.000
C 2.69 0.78 1.51 0.006
H 1.61 2.29 -0.60 0.000
H 2.31 1.99 -2.07 0.000
H 3.24 2.90 -0.83 0.000
H 3.41 1.29 2.14 0.000
H 2.83 -0.14 2.06 0.000
H 1.62 1.00 1.53 -0.003
```

Output
- E_LUMO (spin up / spin down) (hartree) = -0.1895 / -0.3134
- multiplicity = 2
- gap between HOMO and LUMO (spin up / spin down) (hartree) = 0.328 / 0.204
- highest occupied orbital energy (spin up / spin down) (Ha) = -0.5177 / -0.5177
- charge = +2

Entry from OMol25: a structure of composition C9H16N3 (ωB97M-V/def2-TZVPD).

```
28
Properties=species:S:1:pos:R:3:lowdin_charge:R:1
C 1.40 -4.05 -3.52 0.066
C 0.40 3.92 2.63 0.051
C -0.53 0.06 1.49 -0.074
C 0.48 -3.43 -2.77 -0.137
C -0.25 2.99 1.87 -0.204
C 0.26 -1.97 -2.70 -0.039
C -1.44 -1.17 -1.04 -0.213
C 0.44 2.31 0.75 -0.157
C 0.53 0.89 1.27 -0.396
N -0.70 -1.44 -1.98 0.102
N 1.80 0.49 1.57 0.149
N -2.79 -0.97 -1.17 0.133
H 1.98 -4.99 -3.26 0.116
H 1.93 -3.43 -4.14 0.028
H -0.41 4.41 3.22 0.080
H 1.50 4.09 2.56 0.079
H -1.03 -0.59 0.13 0.132
H -1.48 0.58 1.61 0.076
H -0.20 -4.11 -2.19 0.124
H -1.29 2.84 1.92 0.086
H 0.94 -1.20 -3.14 0.151
H 1.54 2.65 0.65 0.132
H 0.01 2.47 -0.27 0.141
H -0.32 -0.85 2.16 0.123
H 1.95 -0.48 1.64 0.095
H 2.61 1.12 1.40 0.137
H -3.20 -0.95 -2.09 0.124
H -3.14 -0.85 -0.24 0.094
```

Output
- E_LUMO (hartree) = -0.1543
- gap between HOMO and LUMO (hartree) = 0.269
- highest occupied orbital energy (Ha) = -0.4230
- charge = +1
- relative energy (zero: lowest compared OMol25 entry of this formula, charge and spin) (kcal/mol) = 151.44

Entry from OMol25: a cluster of 3 separate species, C4H12O4 in total (ωB97M-V/def2-TZVPD).

```
20
Properties=species:S:1:pos:R:3:lowdin_charge:R:1
O 1.87 1.97 -0.29 0.036
C 1.21 2.75 0.34 -0.252
C -0.11 2.38 0.99 -0.141
C -0.63 1.06 0.39 -0.182
C -1.70 0.33 1.20 -0.236
O -2.99 0.41 0.54 -0.089
H 1.52 3.82 0.32 0.120
H 0.17 2.11 2.02 0.127
H -0.84 3.17 0.86 0.120
H -1.14 1.26 -0.56 0.111
H 0.23 0.48 0.06 0.098
H -1.87 0.83 2.15 0.111
H -1.48 -0.72 1.39 0.112
H -2.81 0.32 -0.40 0.068
O 0.67 -4.92 -2.12 -0.060
H -0.29 -4.89 -1.99 0.034
H 1.00 -4.14 -1.67 -0.003
O 2.08 -2.13 -0.89 -0.050
H 2.35 -1.30 -1.29 0.040
H 2.75 -2.80 -1.04 0.036
```

Output
- E_LUMO (hartree) = 0.0220
- gap between HOMO and LUMO (hartree) = 0.393
- highest occupied orbital energy (Ha) = -0.3711
- relative energy (zero: lowest compared OMol25 entry of this formula, charge and spin) (kcal/mol) = 36.03
- SMILES string = O=CCCCO.O.O

Entry from OMol25: a cluster of 18 separate species, ClH34O21 in total (ωB97M-V/def2-TZVPD).

```
56
Properties=species:S:1:pos:R:3:lowdin_charge:R:1
Cl 0.01 -0.02 0.20 0.911
O -0.43 1.36 -0.22 -0.333
O 0.95 -0.60 -0.81 -0.311
O 0.65 0.05 1.54 -0.330
O -1.19 -0.90 0.32 -0.324
O -1.68 4.63 -0.21 -0.121
H -1.19 4.12 -0.92 0.053
H -1.16 4.43 0.61 -0.012
O -4.05 -1.15 -1.21 -0.038
H -4.04 -1.50 -0.32 0.045
H -4.81 -0.52 -1.20 0.084
O -0.92 -2.08 -3.06 -0.062
H -0.53 -1.18 -3.09 -0.012
H -0.18 -2.53 -2.69 -0.010
O 1.56 1.83 -2.35 -0.040
H 1.80 1.04 -1.86 -0.019
H 2.20 1.95 -3.07 0.085
O -0.08 3.28 1.38 -0.059
H -0.07 2.51 0.84 -0.047
H -0.60 2.99 2.17 0.092
O -1.74 -3.55 -0.21 -0.041
H -2.18 -3.46 -1.05 0.023
H -1.75 -2.66 0.07 -0.045
O 1.71 1.43 3.63 -0.063
H 1.25 1.02 2.86 -0.014
H 2.48 0.89 3.79 0.028
O -2.64 1.14 -1.44 -0.061
H -2.99 0.28 -1.25 -0.037
H -1.91 1.19 -0.80 -0.028
O -3.80 1.27 1.26 -0.070
H -3.61 1.12 0.34 -0.039
H -3.30 0.58 1.74 -0.005
O -0.56 0.63 -3.24 -0.083
H -1.38 0.66 -2.71 0.016
H 0.04 1.17 -2.72 -0.032
O 3.00 1.87 0.81 -0.053
H 2.37 1.99 1.52 0.003
H 3.86 1.86 1.30 0.087
O 3.47 -1.10 1.06 -0.066
H 3.58 -0.79 0.17 -0.053
H 2.61 -1.51 1.01 -0.040
O -2.53 -0.37 3.14 -0.047
H -1.77 -0.95 3.09 -0.025
H -2.71 -0.43 4.07 0.039
O 3.09 -0.99 -3.41 -0.034
H 3.89 -1.50 -3.61 0.080
H 2.41 -1.61 -3.07 0.073
O -0.48 -2.13 3.07 -0.069
H 0.07 -1.92 2.29 -0.007
H -0.70 -3.08 3.03 0.067
O 3.81 0.23 -1.21 -0.087
H 3.20 0.71 -0.63 -0.013
H 3.42 -0.22 -1.97 -0.033
O 1.29 -2.82 1.17 -0.033
H 0.77 -2.96 0.39 0.038
H 1.48 -3.71 1.45 0.075
```

Output
- E_LUMO (hartree) = 0.0774
- gap between HOMO and LUMO (hartree) = 0.351
- highest occupied orbital energy (Ha) = -0.2739
- charge = -1
- relative energy (zero: lowest compared OMol25 entry of this formula, charge and spin) (kcal/mol) = 0.24

Entry from OMol25: a structure of composition C17H25BeN (ωB97M-V/def2-TZVPD).

```
44
Properties=species:S:1:pos:R:3:lowdin_charge:R:1
C 0.58 1.46 -0.47 -0.272
C -1.21 1.70 1.58 -0.104
C -0.06 2.49 -1.22 -0.261
H 1.26 0.81 -1.02 0.083
C -2.06 1.19 0.57 -0.150
H -1.51 1.41 2.59 0.131
H 0.06 3.48 -0.74 0.101
H -2.82 0.50 0.95 0.134
C -1.52 2.45 -1.68 -0.164
H -1.57 2.10 -2.73 0.110
H -1.88 3.50 -1.71 0.110
C 1.18 2.10 0.77 -0.169
H 1.82 2.96 0.48 0.122
H 1.82 1.43 1.37 0.112
C -0.03 2.62 1.61 -0.123
H -0.31 3.63 1.26 0.128
H 0.28 2.78 2.66 0.125
C -2.49 1.65 -0.80 -0.144
H -3.43 2.22 -0.71 0.128
H -2.78 0.74 -1.36 0.120
Be -0.59 0.63 0.57 0.049
H 0.67 2.63 -2.07 0.134
C 2.42 -1.10 -2.44 -0.105
N 1.35 -1.24 -1.47 -0.319
C 0.20 -1.94 -1.98 -0.083
C 1.82 -1.61 -0.14 -0.170
C 0.73 -1.88 0.88 -0.227
C 0.77 -3.17 1.43 -0.051
C -0.19 -3.58 2.36 -0.088
C -1.18 -2.68 2.74 -0.091
C -1.22 -1.40 2.17 -0.102
C -0.28 -0.99 1.21 -0.073
H 2.03 -0.57 -3.32 0.083
H 2.80 -2.08 -2.77 0.082
H 3.25 -0.52 -2.01 0.085
H 0.42 -3.00 -2.20 0.086
H -0.63 -1.89 -1.26 0.079
H -0.11 -1.44 -2.91 0.085
H 2.44 -2.52 -0.22 0.111
H 2.50 -0.80 0.21 0.123
H 1.56 -3.85 1.09 0.104
H -0.14 -4.58 2.77 0.098
H -1.94 -2.96 3.47 0.095
H -2.02 -0.72 2.48 0.079
```

Output
- E_LUMO (hartree) = -0.0395
- gap between HOMO and LUMO (hartree) = 0.239
- highest occupied orbital energy (Ha) = -0.2782
- relative energy (zero: lowest compared OMol25 entry of this formula, charge and spin) (kcal/mol) = 43.78

Entry from OMol25: the molecule C19H24N2O3S2 (ωB97M-V/def2-TZVPD).

```
50
Properties=species:S:1:pos:R:3:lowdin_charge:R:1
C 0.43 3.75 -1.89 -0.051
C 1.29 2.56 -1.62 -0.285
C 0.91 1.28 -2.01 -0.043
C 1.71 0.19 -1.73 -0.040
C 2.91 0.35 -1.05 -0.310
C 3.75 -0.84 -0.73 -0.410
S 3.05 -1.86 0.63 0.872
C 3.46 -0.86 2.10 -0.446
C 2.42 0.23 2.39 -0.230
N 1.10 -0.33 2.52 0.057
C 0.07 0.05 1.74 -0.463
O 0.15 0.96 0.94 0.072
C -1.23 -0.71 1.98 -0.105
N -2.12 -0.63 0.86 -0.153
C -1.81 -1.31 -0.32 -0.237
C -2.71 -1.31 -1.39 -0.036
C -2.43 -1.99 -2.55 -0.074
C -1.25 -2.71 -2.69 -0.094
C -0.36 -2.73 -1.63 -0.097
C -0.62 -2.04 -0.46 -0.034
S -3.13 0.72 0.83 0.655
C -2.42 1.85 -0.39 -0.101
O -4.43 0.33 0.38 -0.295
O -3.05 1.31 2.13 -0.289
C 3.30 1.62 -0.67 -0.061
C 2.50 2.71 -0.95 -0.041
H -0.41 3.48 -2.53 0.074
H 0.03 4.15 -0.96 0.083
H 1.00 4.54 -2.38 0.081
H -0.02 1.13 -2.53 0.113
H 1.39 -0.80 -2.03 0.098
H 3.80 -1.54 -1.57 0.077
H 4.76 -0.57 -0.43 0.078
H 3.51 -1.57 2.92 0.067
H 4.44 -0.42 1.95 0.077
H 2.37 0.95 1.57 0.097
H 2.71 0.75 3.31 0.125
H 0.99 -1.11 3.16 0.146
H -1.75 -0.22 2.81 0.124
H -1.05 -1.76 2.24 0.137
H -3.65 -0.79 -1.28 0.090
H -3.14 -1.97 -3.36 0.105
H -1.03 -3.24 -3.60 0.100
H 0.56 -3.29 -1.70 0.106
H 0.11 -2.06 0.33 0.071
H -2.60 1.44 -1.38 0.060
H -2.92 2.80 -0.26 0.074
H -1.36 1.92 -0.17 0.032
H 4.24 1.77 -0.14 0.114
H 2.81 3.70 -0.64 0.115
```

Output
- E_LUMO (hartree) = 0.0161
- gap between HOMO and LUMO (hartree) = 0.329
- highest occupied orbital energy (Ha) = -0.3128
- relative energy (zero: lowest compared OMol25 entry of this formula, charge and spin) (kcal/mol) = 18.71
- SMILES string = Cc1ccc(CSCCNC(=O)CN(c2ccccc2)S(C)(=O)=O)cc1

Entry from OMol25: a structure of composition C24H43BrP2Tl (ωB97M-V/def2-TZVPD).

```
71
Properties=species:S:1:pos:R:3:lowdin_charge:R:1
Tl -0.72 0.79 2.32 0.390
C -0.69 -2.30 3.47 -0.230
C 0.67 -2.43 3.07 -0.193
C 0.58 -0.86 4.75 -0.231
C -0.74 -1.33 4.52 -0.211
C 1.46 -1.54 3.86 -0.208
C -1.87 -2.95 2.87 -0.031
H -1.63 -3.39 1.89 0.071
H -2.69 -2.24 2.71 0.078
H -2.26 -3.76 3.49 0.103
C -1.97 -0.79 5.15 -0.042
H -2.86 -1.08 4.58 0.082
H -1.95 0.30 5.20 0.068
H -2.10 -1.17 6.17 0.109
C 0.96 0.27 5.64 -0.019
H 0.99 -0.02 6.70 0.102
H 0.26 1.10 5.55 0.071
H 1.95 0.65 5.38 0.078
C 2.91 -1.31 3.73 -0.024
H 3.47 -1.84 4.50 0.105
H 3.15 -0.24 3.83 0.072
H 3.28 -1.64 2.76 0.072
C 1.19 -3.28 1.97 -0.016
H 1.63 -4.20 2.36 0.103
H 1.97 -2.76 1.40 0.074
H 0.41 -3.55 1.26 0.067
C -2.12 0.94 -4.56 -0.108
C -2.00 -0.40 -4.64 -0.129
C -1.08 -1.19 -5.53 -0.182
C 0.26 -0.51 -5.89 -0.197
C 1.04 0.04 -4.74 -0.095
C 0.92 1.26 -4.19 -0.150
C 0.00 2.38 -4.59 -0.180
C -1.30 1.96 -5.29 -0.193
H -1.58 -1.46 -6.47 0.124
H 0.06 0.28 -6.63 0.099
H -0.89 -2.15 -5.02 0.110
H -1.05 1.60 -6.30 0.100
H -2.97 1.35 -3.99 0.104
H -2.74 -1.02 -4.12 0.098
H -1.91 2.87 -5.45 0.119
H -0.23 2.96 -3.68 0.098
H 1.63 1.54 -3.41 0.093
H 0.53 3.08 -5.26 0.125
H 0.88 -1.26 -6.42 0.117
H 1.86 -0.61 -4.39 0.109
P -1.20 0.21 -0.22 0.739
P 1.57 1.52 0.98 0.740
C -0.26 1.42 -1.24 -0.376
C 0.71 2.33 -0.44 -0.381
H -1.03 2.04 -1.75 0.088
H 0.26 0.86 -2.03 0.053
H 1.50 2.73 -1.10 0.090
H 0.14 3.17 -0.02 0.088
C 2.42 2.79 1.98 -0.251
H 3.10 2.30 2.69 0.049
H 1.71 3.37 2.56 0.022
H 3.00 3.41 1.28 0.061
C 2.97 0.67 0.20 -0.247
H 3.46 1.33 -0.53 0.059
H 2.64 -0.25 -0.29 0.044
H 3.68 0.39 0.99 0.046
C -2.95 0.70 -0.12 -0.273
H -3.50 -0.02 0.52 0.058
H -3.36 0.69 -1.14 0.056
H -3.03 1.67 0.38 0.042
C -1.27 -1.39 -1.05 -0.228
H -0.30 -1.91 -0.97 0.050
H -1.57 -1.29 -2.09 0.031
H -2.00 -2.00 -0.49 0.056
Br -1.43 3.20 3.35 -0.119
```

Output
- E_LUMO (spin up / spin down) (hartree) = -0.1899 / -0.1894
- gap between HOMO and LUMO (spin up / spin down) (hartree) = 0.164 / 0.166
- highest occupied orbital energy (spin up / spin down) (Ha) = -0.3540 / -0.3556
- charge = +1
- relative energy (zero: lowest compared OMol25 entry of this formula, charge and spin) (kcal/mol) = 5.60

Computed strongest force on any atom, in the same sequence as the records: 0.005; 0.186; 0.097; 0.030; 0.062; 0.211; 0.020; 0.041 hartree/bohr.
Computed total energy, in the same sequence as the records: -2153.47886; -6000.22135; -516.38445; -460.52522; -2060.47239; -732.09572; -1870.03592; -4369.17775 hartree.